DFT (ωB97M-V with the def2-TZVPD basis set) results for a molecular structure, C30H26N10ORuS3.

Each line ends with the Löwdin spin population.
Atoms and positions in Å:
Ru1 0.61 1.11 -0.08  0.05
C1 -2.88 1.22 3.34  0.02
C2 -2.19 1.49 2.03  0.18
S1 -0.55 1.08 1.97  0.23
C3 -2.90 2.06 0.97  0.13
C4 -4.35 2.42 1.16  0.01
S2 -2.19 2.31 -0.53  0.32
H1 -2.24 0.62 3.99  0.00
H2 -3.82 0.67 3.19  0.01
H3 -3.13 2.15 3.86  0.01
H4 -4.57 2.78 2.17  0.00
H5 -4.99 1.55 0.98  0.00
H6 -4.64 3.19 0.45  0.00
N1 1.56 3.18 -2.57  0.00
C5 2.04 1.90 -2.72  0.00
C6 2.44 1.50 -4.00  0.00
C7 3.07 0.29 -4.14  0.00
C8 3.29 -0.50 -3.02  0.00
C9 2.81 -0.05 -1.81  0.00
N2 2.17 1.12 -1.64  0.00
C10 1.12 3.87 -1.46  0.00
C11 0.95 5.25 -1.60  0.00
C12 0.55 6.00 -0.52  0.00
C13 0.35 5.36 0.70  0.00
C14 0.52 4.00 0.75  0.01
N3 0.87 3.25 -0.30  0.01
H7 1.48 3.69 -3.43  0.00
H8 2.24 2.14 -4.85  0.00
H9 3.38 -0.05 -5.12  0.00
H10 3.78 -1.46 -3.08  0.00
H11 2.92 -0.65 -0.92  0.00
H12 1.13 5.71 -2.57  0.00
H13 0.40 7.07 -0.63  0.00
H14 0.05 5.90 1.59  0.00
H15 0.34 3.44 1.66  0.01
S3 2.38 0.87 1.32  0.00
C15 2.38 -0.86 1.40  0.00
N4 3.34 -1.52 1.92  0.00
N5 3.14 -2.88 2.13  0.00
C16 2.13 -3.44 2.89  0.00
C17 1.12 -2.70 3.51  0.00
C18 0.15 -3.34 4.25  0.00
C19 0.15 -4.72 4.42  0.00
C20 1.16 -5.46 3.82  0.00
C21 2.14 -4.84 3.07  0.00
N6 1.23 -1.57 0.88  -0.01
N7 0.42 -0.89 0.24  0.01
C22 -0.78 -1.63 -0.10  0.00
C23 -1.66 -1.07 -1.00  0.01
C24 -2.83 -1.74 -1.31  0.00
C25 -3.11 -2.96 -0.72  0.00
C26 -2.21 -3.52 0.18  0.00
C27 -1.04 -2.86 0.51  0.00
H16 4.00 -3.40 2.09  0.00
H17 1.09 -1.62 3.41  0.00
H18 -0.63 -2.74 4.71  0.00
H19 -0.63 -5.21 5.00  0.00
H20 1.19 -6.54 3.94  0.00
H21 2.92 -5.43 2.60  0.00
H22 -1.43 -0.11 -1.45  0.01
H23 -3.52 -1.30 -2.02  0.00
H24 -4.02 -3.49 -0.97  0.00
H25 -2.43 -4.47 0.65  0.00
H26 -0.35 -3.27 1.22  0.00
O1 -0.52 1.38 -2.66  0.00
N8 -0.91 1.20 -3.84  0.00
C28 -0.67 0.01 -4.39  0.00
C29 -1.07 -0.18 -5.75  0.00
N9 -1.37 -0.34 -6.85  0.00
C30 0.02 -1.05 -3.73  0.00
N10 0.56 -1.93 -3.22  0.00

The energy relative to the best compared isomer or geometry (same formula, charge and spin) comes out at 45.4 kJ/mol. As for the spin multiplicity: 2. The charge is -1. As for the total energy: -3071.043922 hartree. The HOMO energy (alpha / beta) is -4.02 / -4.33 eV.